(1)
{"formula": "C7H3CrNO4S", "method": "ωB97M-V/def2-TZVPD", "elements": ["Cr", "O", "C", "C", "O", "C", "O", "C", "O", "S", "C", "C", "N", "C", "H", "H", "H"], "xyz": [[0.391, 0.691, 0.156], [-4.169, -3.384, 0.681], [-3.367, -2.573, 0.637], [0.559, 2.547, 0.293], [0.542, 3.715, 0.278], [1.835, -0.265, -0.524], [2.653, -0.970, -0.975], [-0.704, 0.545, -1.356], [-1.195, 0.569, -2.419], [1.411, -0.984, 4.045], [-0.012, 0.034, 4.141], [-0.376, 0.482, 2.908], [0.524, 0.050, 1.901], [1.489, -0.792, 2.377], [-0.505, 0.271, 5.075], [-1.212, 1.125, 2.637], [2.237, -1.248, 1.743]], "e_homo_ev": [-21.227, -21.227], "s_squared": 4.03, "multiplicity": 4, "total_charge": 3, "orbital_gap_ev": [3.749, 4.762]}

(2)
{"formula": "C31H50B2N6O2RuSi2", "method": "ωB97M-V/def2-TZVPD", "elements": ["Ru", "C", "C", "C", "C", "C", "N", "N", "B", "N", "N", "C", "C", "C", "C", "C", "N", "N", "C", "C", "C", "C", "C", "H", "H", "H", "H", "H", "H", "H", "H", "H", "H", "H", "H", "H", "H", "H", "H", "H", "H", "H", "H", "H", "H", "C", "Si", "C", "C", "C", "C", "C", "C", "C", "Si", "C", "C", "H", "H", "H", "H", "H", "H", "H", "H", "H", "H", "H", "H", "H", "H", "H", "H", "C", "C", "C", "O", "B", "O", "C", "C", "C", "H", "H", "H", "H", "H", "H", "H", "H", "H", "H", "H", "H"], "xyz": [[0.720, 0.065, -0.474], [2.677, -2.370, -2.056], [1.277, -2.294, -2.553], [0.666, -3.089, -3.529], [-0.619, -2.598, -3.649], [-1.721, -3.080, -4.532], [-0.754, -1.574, -2.788], [0.407, -1.389, -2.106], [-2.050, -0.772, -2.530], [-2.793, -1.320, -1.298], [-2.125, -1.621, -0.160], [-3.014, -2.143, 0.671], [-2.605, -2.603, 2.033], [-4.285, -2.191, 0.063], [-4.097, -1.657, -1.194], [-5.103, -1.428, -2.274], [-1.777, 0.742, -2.404], [-1.028, 1.269, -1.401], [-1.141, 2.592, -1.479], [-0.459, 3.498, -0.515], [-1.958, 2.933, -2.565], [-2.340, 1.732, -3.124], [-3.215, 1.498, -4.312], [3.167, -3.257, -2.457], [3.249, -1.488, -2.351], [2.717, -2.407, -0.968], [1.102, -3.909, -4.075], [-1.371, -3.935, -5.111], [-2.589, -3.392, -3.948], [-2.051, -2.304, -5.224], [-2.758, -0.916, -3.488], [-1.789, -1.982, 2.397], [-3.444, -2.556, 2.730], [-2.251, -3.638, 2.007], [-5.208, -2.553, 0.487], [-6.068, -1.822, -1.957], [-5.228, -0.364, -2.490], [-4.820, -1.919, -3.207], [-0.118, 2.934, 0.353], [0.399, 3.995, -0.969], [-1.149, 4.277, -0.180], [-2.228, 3.923, -2.895], [-3.530, 2.457, -4.721], [-2.687, 0.946, -5.091], [-4.105, 0.924, -4.053], [2.946, 3.023, 0.659], [2.705, 1.654, -0.626], [3.150, 2.463, -2.292], [3.959, 0.335, -0.222], [5.148, 0.222, -0.955], [6.082, -0.768, -0.716], [5.831, -1.683, 0.307], [4.669, -1.590, 1.044], [3.686, -0.599, 0.811], [2.128, -0.867, 1.822], [1.307, -2.555, 1.437], [2.739, -1.271, 3.614], [3.911, 3.508, 0.463], [2.969, 2.592, 1.658], [2.170, 3.787, 0.656], [4.102, 3.009, -2.254], [2.370, 3.175, -2.569], [3.206, 1.716, -3.087], [5.338, 0.941, -1.747], [6.990, -0.831, -1.303], [6.545, -2.471, 0.521], [4.499, -2.330, 1.819], [2.067, -3.317, 1.234], [0.600, -2.553, 0.602], [0.745, -2.861, 2.324], [3.375, -2.163, 3.636], [1.868, -1.474, 4.242], [3.296, -0.437, 4.048], [0.407, 2.001, 4.669], [-0.369, 2.074, 3.357], [-0.968, 3.457, 3.180], [0.567, 1.836, 2.297], [0.568, 0.449, 2.033], [-0.519, -0.149, 2.714], [-1.373, 0.896, 3.184], [-2.419, 1.159, 2.107], [-2.036, 0.437, 4.471], [1.237, 2.708, 4.618], [0.818, 1.002, 4.821], [-0.220, 2.264, 5.524], [-0.181, 4.206, 3.287], [-1.738, 3.649, 3.932], [-1.407, 3.571, 2.191], [-1.959, 1.541, 1.195], [-3.174, 1.869, 2.456], [-2.911, 0.218, 1.853], [-1.300, 0.051, 5.175], [-2.746, -0.363, 4.251], [-2.579, 1.259, 4.946]], "e_homo_ev": [-1.114, -4.921], "s_squared": 8.76, "multiplicity": 6, "total_charge": -1, "orbital_gap_ev": [3.650, 7.451]}

(3)
{"formula": "C12H20N4O8S", "method": "ωB97M-V/def2-TZVPD", "elements": ["C", "N", "O", "O", "H", "H", "H", "C", "N", "O", "O", "H", "H", "H", "O", "S", "O", "O", "C", "C", "O", "H", "H", "H", "H", "C", "C", "C", "N", "C", "H", "H", "H", "H", "H", "C", "C", "C", "N", "C", "H", "H", "H", "H", "H"], "xyz": [[2.261, -2.096, 1.268], [2.005, -1.126, 2.377], [2.308, -1.488, 3.504], [1.691, 0.036, 2.103], [2.764, -1.549, 0.471], [1.271, -2.363, 0.897], [2.705, -3.054, 1.540], [6.751, 1.147, 4.180], [7.978, 1.858, 4.646], [7.775, 2.852, 5.272], [9.002, 1.381, 4.246], [6.837, 0.977, 3.107], [5.911, 1.808, 4.395], [6.651, 0.278, 4.830], [-4.057, -5.804, -3.019], [-4.597, -4.468, -2.767], [-6.027, -4.371, -3.005], [-4.366, -3.868, -1.179], [-4.431, -2.456, -1.153], [-3.601, -2.140, -2.380], [-3.790, -3.162, -3.349], [-5.489, -2.199, -1.205], [-3.897, -2.013, -0.312], [-2.593, -2.161, -1.966], [-3.837, -1.118, -2.676], [-3.745, 6.416, 2.277], [-3.313, 4.994, 2.372], [-2.316, 4.947, 3.341], [-2.256, 6.151, 3.983], [-3.070, 7.047, 3.354], [-4.506, 6.803, 1.615], [-3.699, 4.157, 1.809], [-1.857, 4.008, 3.611], [-1.663, 6.256, 4.794], [-2.875, 8.081, 3.597], [0.674, -1.314, -5.504], [1.349, -1.515, -4.274], [1.529, -2.882, -4.134], [1.016, -3.434, -5.268], [0.473, -2.590, -6.081], [0.428, -0.376, -5.978], [1.661, -0.755, -3.574], [1.996, -3.458, -3.348], [0.971, -4.420, -5.483], [-0.026, -3.020, -6.937]], "e_homo_ev": -8.334, "orbital_gap_ev": 8.050}